C7H12O as an isolated structure, computed with wB97M-V/def2-TZVPD.

Spin multiplicity: 2
Net charge: -1
Energy relative to the best compared isomer or geometry (same formula, charge and spin) (kcal/mol): 124.4
LUMO (alpha / beta) (eV): 3.9 / 3.9

The geometry in XYZ format:
```
20
Properties=species:S:1:pos:R:3:forces:R:3:lowdin_spin:R:1
O -0.080859 2.665329 0.259167 0.06 -0.11 -0.55 0.457
C -0.221914 2.068783 -1.118614 0.06 0.94 0.55 0.341
C -0.866999 0.888520 -1.409048 -2.46 -0.90 -0.37 0.081
C -0.114628 -0.346480 -1.575121 -0.11 -3.70 -0.50 0.024
C 0.886524 -0.556095 -0.427042 2.96 -1.16 -0.43 0.004
C 0.298919 -0.366471 0.950178 -1.71 -1.04 0.01 0.001
C -0.346066 -1.751789 1.316870 1.11 0.01 1.41 0.000
C 0.379845 -2.677286 2.008164 -0.88 2.22 -1.27 0.000
H 0.180120 2.726071 -1.843773 1.50 0.84 -0.60 0.018
H -1.035313 2.662815 -0.482693 -0.85 0.98 0.73 0.044
H -1.970925 0.967707 -1.558969 0.79 -0.60 0.41 0.025
H 0.460617 -0.443628 -2.534113 0.02 0.02 0.28 -0.001
H -0.719453 -1.369656 -1.556194 0.36 2.14 -0.24 0.003
H 1.387877 -1.650078 -0.289887 -1.02 2.15 -1.19 0.000
H 1.788000 0.094502 -0.690376 -1.09 -0.36 0.90 0.002
H 1.073880 -0.107729 1.657437 0.18 -0.21 0.40 0.001
H -0.467060 0.436632 0.972929 0.53 -0.50 -0.18 0.000
H -1.420969 -2.043083 1.082779 1.45 0.83 0.24 0.000
H -0.139072 -3.477508 2.385645 -1.14 -2.28 0.56 0.000
H 1.415084 -2.673772 2.311566 0.23 0.73 -0.16 0.000
```
Forces are in eV/Å.


C18H36Br4NiO8S3 as an isolated structure, computed with wB97M-V/def2-TZVPD.

Spin multiplicity: 3
LUMO (alpha / beta) (eV): -2.1 / -2.1

The geometry in XYZ format:
```
70
Properties=species:S:1:pos:R:3:forces:R:3:lowdin_spin:R:1
Ni 4.823459 -23.447586 -12.910309 -0.76 -0.78 -1.27 1.015
O 2.950952 -24.887546 -15.083731 1.38 0.10 -1.17 0.000
C 2.952569 -24.558754 -16.478869 -0.18 0.65 2.62 0.003
C 4.315233 -24.040736 -17.142288 -0.22 0.78 2.09 0.073
O 5.250101 -23.338329 -16.294459 -1.56 -1.05 -0.99 0.846
H 2.112911 -23.864512 -16.511924 0.39 1.33 -0.75 0.005
H 2.500034 -25.321140 -17.112968 0.68 -1.00 -0.22 -0.002
H 4.103814 -23.393926 -17.993779 0.02 0.08 -0.26 0.016
H 4.893027 -24.888304 -17.510910 0.19 -0.28 0.00 0.043
C 6.609869 -29.268550 -21.778027 0.48 -0.66 -0.08 0.000
C 5.615945 -28.293258 -22.241862 -3.84 -0.03 -2.02 0.000
C 4.840287 -28.861754 -23.491300 0.77 -0.91 0.66 0.000
S 4.801803 -30.774064 -23.241801 1.98 1.86 -0.64 0.000
O 5.424483 -31.403485 -24.416953 -0.90 0.60 1.69 0.000
O 3.544289 -31.214433 -22.696392 -0.20 -0.05 -0.50 0.000
C 5.932306 -30.680269 -21.749085 0.20 0.07 -0.66 0.000
H 6.993617 -28.802217 -20.870637 0.29 -1.02 0.44 0.000
H 7.420898 -29.296674 -22.505732 0.23 -0.23 0.09 0.000
H 5.888765 -27.310321 -22.625918 0.65 0.05 0.81 0.000
H 4.790883 -28.219299 -21.533420 0.38 0.52 0.62 0.000
H 5.457031 -28.568346 -24.340783 -0.38 -0.72 -0.45 0.000
H 3.828636 -28.462357 -23.563065 0.07 -0.26 -0.10 0.000
H 6.648198 -31.501092 -21.792264 0.04 0.11 -0.23 0.000
H 5.206112 -30.951621 -20.982854 0.21 0.67 0.37 0.000
C 0.056443 -25.731193 -7.280127 0.37 0.25 -0.73 0.000
C 0.945181 -25.103093 -6.180796 0.37 -0.08 -0.47 0.000
C 2.451603 -25.389207 -6.445056 -1.25 -1.10 -0.98 0.000
S 2.634300 -25.887230 -8.308279 2.57 0.69 1.20 0.000
O 3.285897 -27.225767 -8.433455 -1.73 2.64 0.29 0.000
O 3.267739 -24.732121 -9.006420 -1.21 -1.90 0.76 0.000
C 0.870393 -25.898087 -8.620239 -0.71 -0.70 -0.07 0.000
H -0.832156 -25.118204 -7.430934 0.21 0.26 -0.29 0.000
H -0.389208 -26.655934 -6.913591 0.55 -0.38 -0.34 0.000
H 0.656469 -25.577190 -5.242724 0.13 0.27 0.12 0.000
H 0.738252 -24.035509 -6.106365 0.18 -0.02 -0.02 0.000
H 2.652306 -26.348331 -5.967672 0.60 0.24 0.15 0.000
H 3.091181 -24.562467 -6.135950 0.22 -0.38 -0.38 0.000
H 0.648899 -26.836345 -9.128895 0.04 -0.16 0.21 0.000
H 0.760285 -25.149445 -9.404784 -0.29 0.41 0.45 0.000
C 6.296279 -30.420303 -15.025933 0.85 -0.41 1.36 0.000
C 7.686375 -30.113300 -15.711460 -0.22 -0.20 0.90 0.000
C 8.027180 -28.708672 -15.243964 -0.55 1.81 0.22 0.000
S 7.609956 -28.410384 -13.494459 -0.38 -2.54 -1.43 0.000
O 6.987004 -27.093823 -13.280253 1.41 -1.54 0.16 0.000
O 8.817597 -28.959408 -12.845740 -1.70 1.28 0.46 0.000
C 6.235317 -29.724840 -13.585828 0.12 1.38 -1.03 0.000
H 6.107487 -31.479898 -14.853533 0.47 -0.17 -0.15 0.000
H 5.424715 -30.132594 -15.613897 0.31 0.59 -0.07 0.000
H 7.701156 -30.222360 -16.795886 -0.60 0.52 -0.10 0.000
H 8.467531 -30.831847 -15.463230 -0.12 -0.02 0.76 0.000
H 7.338176 -27.991964 -15.690831 0.18 0.11 -0.62 0.000
H 9.038227 -28.301393 -15.243672 0.12 -0.42 -0.66 0.000
H 5.338258 -29.107896 -13.638528 -0.01 -0.01 0.62 0.000
H 6.263585 -30.308481 -12.665691 0.07 -0.28 -0.40 0.000
Br -1.930203 -30.450418 -12.602880 0.28 0.80 -0.81 0.000
C -1.258623 -29.310574 -14.138141 -0.43 -0.22 1.19 0.000
C -0.629814 -30.060623 -15.281632 -0.16 -0.26 0.74 0.000
Br 0.464915 -31.534055 -14.605078 0.18 0.20 -0.48 0.000
H -0.490939 -28.631768 -13.766666 -0.36 -0.12 0.57 0.000
H -2.158940 -28.753505 -14.397361 0.25 -0.05 -0.27 0.000
H 0.055049 -29.305617 -15.667699 -0.09 -0.52 -0.83 0.000
H -1.361730 -30.495951 -15.961982 0.38 0.21 -0.11 0.000
Br 2.980690 -16.785617 -17.214250 0.36 -0.38 -0.03 0.000
C 3.451527 -17.713689 -18.871792 0.57 0.82 -0.79 0.000
C 2.196079 -17.708162 -19.674189 -1.15 -0.68 -0.23 0.000
Br 2.458634 -18.413165 -21.532700 -0.04 0.46 1.01 0.000
H 3.961223 -18.665437 -18.721846 -0.46 0.05 0.32 0.000
H 4.120067 -17.058461 -19.430208 0.37 0.01 0.48 0.000
H 1.792468 -16.696028 -19.702262 0.21 -0.08 -0.55 0.000
H 1.411747 -18.315202 -19.222066 0.14 -0.20 -0.21 0.000
```
Forces are in eV/Å.


A 3-piece molecular cluster, CH7NO overall, computed with wB97M-V/def2-TZVPD.

Spin multiplicity: 2
Net charge: -1
Energy relative to the best compared isomer or geometry (same formula, charge and spin) (kcal/mol): 48.6
LUMO (alpha / beta) (eV): 4.1 / 4.1

The geometry in XYZ format:
```
10
Properties=species:S:1:pos:R:3:forces:R:3:lowdin_spin:R:1
N -0.813288 2.306890 3.254623 0.32 0.52 0.31 0.892
H -1.269692 1.731786 2.541911 -0.13 -0.15 -0.44 0.039
H 1.633744 -5.082258 -4.390547 0.04 0.08 -0.03 0.000
H 1.333709 -5.700581 -4.119958 -0.04 -0.08 0.03 0.000
H -0.438433 3.013066 2.596814 -0.18 -0.25 0.27 0.038
C -0.163432 0.757695 -0.025050 2.11 0.62 2.29 0.001
O -0.860590 1.741257 0.617514 -0.53 -0.67 -1.00 0.028
H 0.722789 0.477183 0.654133 -0.10 -0.07 -0.43 0.002
H -0.533128 -0.251704 -0.189983 -1.30 -0.48 -0.26 0.000
H 0.388317 1.006669 -0.939453 -0.19 0.47 -0.75 0.000
```
Forces are in eV/Å.


An isolated ion of composition C8H7F3NO4 and charge -1, computed with wB97M-V/def2-TZVPD.

SMILES: C/C(=C(\[O-])O[C@@]1(O)C=CC(=O)N1)C(F)(F)F
Net charge: -1
Energy relative to the best compared isomer or geometry (same formula, charge and spin) (kcal/mol): 0.0
LUMO (eV): 3.3

The geometry in XYZ format:
```
23
Properties=species:S:1:pos:R:3:forces:R:3:mulliken_charge:R:1
C 2.882636 -0.123888 0.271439 -0.01 0.14 0.50 -0.386
C 2.210204 -0.162085 -0.839851 -0.80 -0.34 -1.72 -0.729
C 2.533841 -1.205345 1.176128 -0.63 -0.92 -0.15 0.175
C 1.294056 -1.409032 -0.779893 -0.27 1.61 0.08 0.915
C -0.555832 0.157456 -0.438371 -0.40 -2.47 0.17 0.464
C -2.606282 1.392977 0.401989 3.03 1.25 -2.05 -1.464
C -1.763564 0.114510 0.164329 -1.87 1.30 0.37 -0.104
C -2.493741 -1.088679 0.399949 0.06 -1.38 0.47 1.247
N 1.735937 -2.013146 0.463783 -1.80 -1.61 -1.28 -0.089
O -0.081472 -1.177962 -0.824221 0.19 0.06 0.22 -0.413
O 0.145391 1.084369 -0.691712 1.79 2.53 -0.86 -0.702
O 2.853018 -1.462540 2.305703 1.08 0.35 1.58 -0.702
O 1.653232 -2.097054 -1.888536 2.20 -0.52 -1.25 -0.546
F -3.039683 -1.838031 -0.706006 0.46 0.93 1.04 -0.355
F -1.809489 -2.034197 1.101575 0.32 -0.69 -0.33 -0.300
F -3.540369 -0.840314 1.214680 -1.13 -0.28 -0.22 -0.332
H 3.519755 0.611139 0.561841 2.00 1.90 0.73 0.558
H 2.361744 0.402983 -1.796773 -0.47 -0.55 1.39 0.304
H -3.236321 1.274545 1.214321 -1.46 -0.24 1.28 0.440
H -3.148674 1.575692 -0.560582 0.04 0.44 0.96 0.244
H -1.952510 2.324405 0.678595 -0.93 -1.74 -0.88 0.235
H 1.344776 -2.906477 0.788101 0.24 1.08 0.02 0.214
H 1.038501 -2.686843 -2.266223 -1.64 -0.86 -0.06 0.326
```
Forces are in eV/Å.


A 2-piece molecular cluster, C9H14O overall, computed with wB97M-V/def2-TZVPD.

SMILES: Cc1ccc(O)cc1.CC
Energy relative to the best compared isomer or geometry (same formula, charge and spin) (kcal/mol): 41.1
LUMO (eV): 0.8

The geometry in XYZ format:
```
24
Properties=species:S:1:pos:R:3:forces:R:3:mulliken_charge:R:1
C 0.700079 2.189638 -0.919811 1.71 -1.74 0.44 -1.172
C 0.730750 0.001075 0.413357 -1.90 -0.36 1.70 -0.293
C 0.143901 1.223096 0.110585 -0.01 0.16 -0.17 0.357
C 0.217593 -0.850719 1.436376 -2.35 6.07 -1.80 -0.980
C -0.951279 -0.334502 2.053920 0.03 -2.19 0.99 1.020
C -1.075749 1.577400 0.703124 -0.12 0.82 -1.87 -0.153
C -1.680938 0.809125 1.663102 0.39 -0.40 0.28 -0.828
O -1.526592 -1.102696 3.061588 0.86 -2.22 0.48 -0.571
H 1.386403 -0.428784 -0.260461 1.88 -0.39 -1.01 0.481
H 0.582255 -1.780212 1.552300 1.09 -3.04 0.80 0.398
H 1.334091 1.676266 -1.650900 -0.61 -0.47 -0.40 0.120
H -0.124387 2.665611 -1.416810 0.18 0.95 -0.13 0.382
H -1.596954 2.381018 0.103608 0.31 -0.60 1.48 0.175
H -1.067482 -2.031485 3.209117 -1.16 3.13 -0.79 0.322
H -2.686445 1.075623 2.041658 0.89 -0.55 -0.01 0.357
H 1.548363 2.742100 -0.471603 -1.17 0.88 0.08 0.327
C 0.940147 -1.739069 -2.809436 -2.30 -1.03 -1.68 -0.524
C 1.771206 -1.065526 -3.873342 -3.11 2.70 -0.27 -0.974
H 1.450564 -1.812079 -1.861526 0.19 -0.21 0.14 0.169
H -0.036204 -1.141927 -2.648790 1.36 -1.29 -0.15 0.202
H 0.738760 -2.808034 -3.270975 -0.10 1.93 1.52 0.277
H 2.050121 -0.069371 -3.563092 0.36 0.37 0.16 0.260
H 2.583995 -1.609783 -4.054291 3.59 -2.08 -0.76 0.372
H 1.275394 -0.900487 -4.868196 0.00 -0.43 1.00 0.275
```
Forces are in eV/Å.


A 11-piece molecular cluster, C5H34N2O10 overall, computed with wB97M-V/def2-TZVPD.

Net charge: +2
Energy relative to the best compared isomer or geometry (same formula, charge and spin) (kcal/mol): 19.9
LUMO (eV): -5.1

The geometry in XYZ format:
```
51
Properties=species:S:1:pos:R:3:forces:R:3:mulliken_charge:R:1
C -1.384008 -1.174528 -0.266774 -1.85 -0.11 -0.93 -1.808
C -0.324140 -0.703832 0.683021 1.33 -0.44 -0.15 0.821
C 0.780859 0.135587 -0.018183 -1.38 0.15 -1.72 -0.269
C 2.068196 -0.534587 -0.408193 1.17 0.36 0.07 0.281
C 3.097048 -0.719097 0.406708 -0.90 0.67 -0.21 -1.079
N 2.320999 -0.740702 -1.868943 -0.69 0.21 0.68 0.047
N -0.901842 0.107606 1.809370 0.03 -1.25 0.79 0.215
H -2.244392 -1.745652 0.121488 0.69 -0.09 0.69 0.520
H -1.023040 -1.809920 -1.073889 0.56 0.07 0.10 0.302
H -1.933423 -0.368183 -0.774033 0.65 0.27 0.07 0.281
H 0.268991 -1.541007 1.062502 -0.90 -0.06 0.71 0.188
H 0.927657 1.067162 0.532977 0.30 -0.09 -0.24 0.539
H 0.316366 0.371574 -0.993087 0.11 0.71 0.42 -0.253
H 4.076153 -1.022609 0.061810 0.01 -0.16 0.36 0.347
H 2.888694 -0.341739 1.402665 0.64 -0.52 0.20 0.192
H 1.956279 -1.697692 -2.139691 0.19 -0.04 -0.07 0.387
H 1.906506 0.032266 -2.396928 0.01 0.07 -0.14 0.166
H 3.321347 -0.711531 -2.048727 0.08 -0.05 -0.05 0.425
H -0.266164 0.173166 2.583343 1.45 0.89 0.12 -0.091
H -1.241485 1.035032 1.544179 0.12 0.12 -0.13 0.400
H -1.611214 -0.381098 2.358348 -0.76 -0.23 -1.03 0.566
H -0.818005 -4.393433 0.005951 -0.30 0.09 -0.37 0.303
H 0.320254 -4.802422 0.856886 0.53 -0.10 0.07 0.292
O 0.133792 -4.286184 0.067860 -0.29 0.12 0.30 -0.644
H -1.246782 0.987411 -4.164685 0.31 -0.30 -0.29 0.299
H -1.343075 1.536391 -2.805473 0.24 -0.09 0.36 0.317
O -0.731510 1.011185 -3.348736 -0.48 0.43 0.11 -0.613
H -0.115224 -1.474872 4.021235 0.00 -0.14 0.31 0.284
H -0.020813 -2.973361 3.789662 -0.06 -0.04 -0.04 0.287
O -0.164379 -2.140744 3.324603 0.08 0.21 0.15 -0.554
H -3.794441 -0.078049 0.766131 0.19 -0.51 -0.49 0.273
H -3.980267 1.156192 1.492899 0.38 0.48 0.11 0.272
O -3.278512 0.695170 1.006661 -1.26 0.23 0.53 -0.527
H 1.637097 -0.129175 3.673476 0.34 0.03 0.24 0.326
H 1.703436 1.077678 4.633650 -0.01 0.00 0.11 0.324
O 1.122263 0.603029 4.029788 -0.28 -0.24 -0.46 -0.709
H -4.276218 2.144639 -1.317017 -0.35 0.02 0.21 0.285
H -2.895475 2.520460 -0.696774 -0.32 -0.40 0.30 0.296
O -3.364491 2.343014 -1.514908 0.36 0.05 -0.63 -0.625
H 1.171594 -3.417752 -1.189699 -0.26 -1.26 -0.32 0.372
H 1.836461 -3.881535 -2.645443 -0.63 -0.69 0.19 0.294
O 1.819528 -3.290712 -1.896738 0.77 1.57 0.06 -0.663
H 2.708805 2.922470 -2.563705 0.12 0.01 -0.06 0.305
H 1.720041 2.208705 -3.491126 -0.20 0.09 -0.25 0.306
O 2.501385 2.066590 -2.951740 -0.09 -0.32 0.32 -0.623
H -0.362409 3.592710 -1.743003 0.48 0.13 -0.22 0.226
H -1.828269 3.768200 -1.514155 -1.04 0.60 -0.64 0.311
O -1.056617 3.397140 -1.119506 0.94 -0.32 0.67 -0.517
H 0.323426 2.879710 2.199390 0.21 0.66 0.29 0.241
H -0.423484 3.688263 1.040600 0.21 0.06 0.08 0.260
O -0.297499 2.839068 1.475953 -0.42 -0.87 -0.17 -0.575
```
Forces are in eV/Å.


An isolated ion of composition C6H8NO and charge +1, computed with wB97M-V/def2-TZVPD.

SMILES: C=CC(=C=O)C[NH+]=C
Net charge: +1
Energy relative to the best compared isomer or geometry (same formula, charge and spin) (kcal/mol): 40.5
LUMO (eV): -5.6

The geometry in XYZ format:
```
16
Properties=species:S:1:pos:R:3:forces:R:3:mulliken_charge:R:1
C -1.621896 0.799687 -0.696275 -1.52 -0.54 -0.47 -0.514
C -0.197884 0.374504 -0.385494 -0.24 0.16 0.49 0.072
C 0.444611 1.521084 -0.462966 1.77 1.36 -0.35 0.557
C -2.734700 0.063150 -0.642268 -0.42 2.48 -1.36 -0.783
C 0.610110 -0.932473 -0.333974 -0.19 -0.49 -2.04 -0.173
C 1.803888 -0.218288 1.669066 0.52 -1.63 -1.04 -0.139
N 1.602903 -1.167566 0.819364 -3.21 4.95 -0.17 0.018
O 1.001457 2.535133 -0.552880 -0.55 -0.92 0.22 -0.332
H -1.762228 1.814510 -1.086550 0.63 -0.23 0.06 0.239
H -3.768161 0.283470 -1.039609 1.58 0.32 0.62 0.251
H -2.615415 -0.839749 -0.226528 0.02 -3.60 1.33 0.275
H -0.099653 -1.855425 -0.356484 1.47 1.64 -0.19 0.348
H 1.354822 -0.871272 -1.250282 -1.66 -0.78 1.60 0.308
H 1.302697 0.715738 1.508947 -0.67 0.09 0.35 0.286
H 2.517397 -0.312097 2.453511 0.58 -0.22 0.42 0.322
H 2.162051 -1.910404 0.582423 1.86 -2.58 0.51 0.266
```
Forces are in eV/Å.


C4H14N2S as an isolated structure, computed with wB97M-V/def2-TZVPD.

Spin multiplicity: 2
Net charge: -1
Energy relative to the best compared isomer or geometry (same formula, charge and spin) (kcal/mol): 11.5
LUMO (alpha / beta) (eV): 3.6 / 3.5

The geometry in XYZ format:
```
21
Properties=species:S:1:pos:R:3:forces:R:3:lowdin_spin:R:1
C 1.821693 1.057322 1.259758 -0.11 -0.07 -0.02 0.257
N 0.850561 0.911398 0.169026 -0.16 0.14 0.16 0.010
C 0.673634 2.136340 -0.611912 0.04 -0.22 0.03 0.239
H 2.063183 0.079942 1.670046 -0.05 -0.18 0.05 0.035
H 2.748267 1.525512 0.925652 0.02 0.08 -0.09 0.079
H 1.384096 1.660908 2.053053 -0.02 0.09 0.02 0.041
H -0.360016 0.561076 0.639455 0.23 -0.24 -0.28 0.003
H 1.139486 0.144274 -0.432647 0.07 -0.01 -0.07 0.027
H 0.123939 2.847209 -0.012210 -0.20 0.27 0.17 0.036
H 0.105682 1.934464 -1.516311 -0.11 -0.11 -0.08 0.031
H 1.627082 2.572356 -0.876265 0.32 0.14 -0.14 0.074
C -1.041193 -1.549913 -1.006801 0.41 -0.02 0.09 0.039
C -2.201630 -1.275085 -0.072450 0.07 0.24 0.12 0.016
S -1.800980 0.034932 1.141395 -0.19 0.07 0.37 0.060
N 0.188170 -1.986844 -0.317551 -0.11 0.39 0.02 0.017
H -0.828037 -0.637309 -1.564428 0.05 0.10 -0.07 0.010
H -1.274397 -2.315391 -1.749497 -0.19 -0.02 -0.03 0.005
H -2.463247 -2.183709 0.469993 -0.05 -0.09 0.04 0.002
H -3.079828 -0.941797 -0.623458 -0.03 -0.10 -0.19 0.003
H 0.136879 -2.975186 -0.169897 0.04 -0.61 -0.04 0.007
H 0.186657 -1.600498 0.625048 -0.04 0.16 -0.04 0.007
```
Forces are in eV/Å.